Arrangement w

{
  "formula": "C3H2NO3",
  "method": "ωB97M-V/def2-TZVPD",
  "species": ["C", "C", "C", "N", "O", "O", "O", "H", "H"],
  "coordinates": [[-1.02992, -0.55783, 0.20285], [1.78814, -0.10441, -0.10470], [-0.46457, 0.53032, 0.83648], [-1.15269, 0.56724, -0.62631], [1.59064, 0.06819, -1.24260], [-1.31159, -1.75371, 0.05427], [2.24966, -0.30904, 0.94035], [-1.12601, 1.11341, 1.41177], [-0.54366, 0.44583, -1.47211]],
  "mulliken_charge": [0.703, 0.691, -0.767, -0.643, -0.459, -0.677, -0.357, 0.215, 0.293],
  "homo_energy_ev": -2.99,
  "charge": -1,
  "spin_multiplicity": 1,
  "gap_ev": 6.86,
  "lumo_ev": 3.87
}

Arrangement x

{
  "formula": "C3H2NO3",
  "method": "ωB97M-V/def2-TZVPD",
  "species": ["C", "C", "C", "N", "O", "O", "O", "H", "H"],
  "coordinates": [[0.04415, 1.31008, -0.37402], [-1.73158, -0.28710, -0.05347], [1.31954, -0.71168, -0.07371], [-1.07780, 0.69815, 0.01701], [2.25222, -1.47847, 0.08185], [-2.50001, -1.15468, 0.08995], [1.36108, 0.55508, -0.04784], [0.12391, 2.24339, 0.43747], [0.20849, -1.17477, -0.07724]],
  "mulliken_charge": [-0.590, 0.555, 0.391, -0.072, -0.603, -0.573, -0.130, 0.056, -0.034],
  "homo_energy_ev": -2.22,
  "charge": -1,
  "spin_multiplicity": 1,
  "gap_ev": 6.17,
  "lumo_ev": 3.95
}

Arrangement y

{
  "formula": "C3H2NO3",
  "method": "ωB97M-V/def2-TZVPD",
  "species": ["C", "C", "C", "N", "O", "O", "O", "H", "H"],
  "coordinates": [[-0.28850, -1.39617, 0.16213], [2.03854, -0.24270, 0.04733], [0.46030, -0.16821, 0.28633], [-0.29615, -0.60158, -0.90496], [2.22300, -0.45530, -1.17679], [-0.50676, -2.50635, 0.45108], [2.81214, -0.33294, 0.98523], [-0.35654, 1.44688, 1.12770], [-0.16425, -0.29813, -1.90009]],
  "mulliken_charge": [0.457, 0.607, -0.367, -0.293, -0.687, -0.552, -0.655, 0.170, 0.319],
  "homo_energy_ev": [-4.62, -4.62],
  "charge": -1,
  "spin_multiplicity": 1,
  "gap_ev": [8.15, 8.15],
  "lumo_ev": [3.53, 3.53]
}

Arrangement z

{
  "formula": "C3H2NO3",
  "method": "ωB97M-V/def2-TZVPD",
  "species": ["C", "C", "C", "N", "O", "O", "O", "H", "H"],
  "coordinates": [[-0.21794, -1.03681, 0.03842], [1.36739, 0.40222, 0.01984], [-0.91871, 0.32522, 0.01253], [1.09099, -0.90644, 0.01702], [-0.84716, -2.23104, -0.01548], [2.48217, 0.93005, -0.04004], [0.23586, 1.24440, -0.10920], [-1.68391, 0.53787, -0.86171], [-1.50869, 0.73452, 0.93862]],
  "mulliken_charge": [0.541, 0.603, -0.087, -0.606, -0.747, -0.657, -0.349, 0.156, 0.146],
  "homo_energy_ev": -4.76,
  "charge": -1,
  "spin_multiplicity": 1,
  "smiles": "O=C1COC([O-])=N1",
  "gap_ev": 8.84,
  "lumo_ev": 4.07
}

Most stable: arrangement z

Arrangement w

{
  "formula": "C4H2N2O",
  "method": "ωB97M-V/def2-TZVPD",
  "species": ["C", "C", "C", "C", "N", "N", "O", "H", "H"],
  "coordinates": [[-2.44076, 0.56465, 0.51626], [-1.66636, 3.10669, -0.58211], [-0.01464, -0.07104, -0.03052], [-1.12409, 0.59324, 0.08369], [-3.58220, 0.63496, 0.71954], [-2.36736, 4.01794, -0.52125], [-0.83408, 2.23012, -0.85639], [0.66383, 0.43742, -0.72646], [-0.12804, -1.01575, 0.42755]],
  "mulliken_charge": [0.122, 0.477, -0.570, 0.539, -0.284, -0.456, -0.496, 0.366, 0.301],
  "homo_energy_ev": -10.44,
  "spin_multiplicity": 1,
  "gap_ev": 8.68,
  "lumo_ev": -1.76
}

Arrangement x

{
  "formula": "C4H2N2O",
  "method": "ωB97M-V/def2-TZVPD",
  "species": ["C", "C", "C", "C", "H", "H", "N", "N", "O"],
  "coordinates": [[-1.04689, -1.77327, -0.12629], [-0.59485, -0.35064, 0.11797], [0.56255, 0.04438, -0.55247], [0.76158, 1.33304, 0.02606], [1.16686, -0.63975, -1.19824], [1.80269, 2.02424, 0.25989], [-1.38863, -2.90254, -0.15022], [-0.13930, 1.59624, 0.90160], [-1.12401, 0.66830, 0.72170]],
  "mulliken_charge": [0.033, 0.557, -0.149, -0.274, 0.341, 0.281, -0.382, -0.280, -0.126],
  "homo_energy_ev": -10.42,
  "spin_multiplicity": 1,
  "smiles": "N#Cc1ccno1",
  "gap_ev": 10.26,
  "lumo_ev": -0.17
}

Most stable: arrangement x

Arrangement w

{
  "formula": "F2HNS",
  "method": "ωB97M-V/def2-TZVPD",
  "species": ["N", "F", "F", "S", "H"],
  "coordinates": [[-2.17218, -0.89185, -0.27127], [-2.88524, -1.91549, 0.32348], [-3.10585, 1.45952, 0.78612], [-2.47710, 0.51078, -0.64891], [-0.41469, 1.17384, -0.84154]],
  "mulliken_charge": [0.049, -0.113, -0.376, 0.356, 0.084],
  "homo_energy_ev": [-10.14, -10.35],
  "spin_multiplicity": 1,
  "gap_ev": [8.86, 8.04],
  "lumo_ev": [-1.28, -2.31]
}

Arrangement x

{
  "formula": "F2HNS",
  "method": "ωB97M-V/def2-TZVPD",
  "species": ["N", "F", "F", "S", "H"],
  "coordinates": [[-0.63825, 0.57237, 0.65623], [-0.61490, 1.86797, 1.07210], [-0.39618, -1.51538, -0.47794], [0.46777, -0.28872, -0.00954], [1.18156, -0.63624, -1.24085]],
  "mulliken_charge": [-0.112, -0.126, -0.148, 0.254, 0.131],
  "homo_energy_ev": -8.78,
  "spin_multiplicity": 1,
  "gap_ev": 7.92,
  "lumo_ev": -0.87
}

Most stable: arrangement x

Arrangement w

{
  "formula": "S2",
  "method": "ωB97M-V/def2-TZVPD",
  "species": ["S", "S"],
  "coordinates": [[1.22959, -0.26744, 0.14996], [-1.22959, 0.26744, -0.14996]],
  "mulliken_charge": [0.000, 0.000],
  "homo_energy_ev": -9.67,
  "spin_multiplicity": 1,
  "gap_ev": 5.53,
  "lumo_ev": -4.14
}

Arrangement x

{
  "formula": "S2",
  "method": "ωB97M-V/def2-TZVPD",
  "species": ["S", "S"],
  "coordinates": [[0.00000, 0.00000, 1.36892], [0.00000, 0.00000, -1.36892]],
  "mulliken_charge": [0.000, 0.000],
  "homo_energy_ev": -9.90,
  "spin_multiplicity": 1,
  "gap_ev": 5.43,
  "lumo_ev": -4.47
}

Arrangement y

{
  "formula": "S2",
  "method": "ωB97M-V/def2-TZVPD",
  "species": ["S", "S"],
  "coordinates": [[0.21217, -0.05653, 1.79581], [-0.21217, 0.05653, -1.79581]],
  "mulliken_charge": [0.000, 0.000],
  "homo_energy_ev": -9.40,
  "spin_multiplicity": 1,
  "gap_ev": 4.05,
  "lumo_ev": -5.35
}

Arrangement z

{
  "formula": "S2",
  "method": "ωB97M-V/def2-TZVPD",
  "species": ["S", "S"],
  "coordinates": [[0.00000, 0.00000, 1.02722], [0.00000, 0.00000, -1.02722]],
  "mulliken_charge": [0.000, 0.000],
  "homo_energy_ev": -8.75,
  "spin_multiplicity": 1,
  "gap_ev": 5.72,
  "lumo_ev": -3.03
}

Most stable: arrangement z

Arrangement w

{
  "formula": "C4H10O2PS",
  "method": "ωB97M-V/def2-TZVPD",
  "species": ["C", "C", "C", "C", "O", "O", "P", "S", "H", "H", "H", "H", "H", "H", "H", "H", "H", "H"],
  "coordinates": [[2.56399, 2.00706, 0.33656], [-1.55003, -2.09048, -1.41955], [0.55282, 0.74958, 0.51456], [-0.08742, -0.56547, 0.94718], [-2.55488, -2.08885, 1.04587], [1.94612, 0.83467, 0.85157], [-1.90135, -1.07242, 0.21403], [-3.33067, 1.66601, -0.72235], [2.27733, 1.98949, -0.77552], [3.61868, 1.98066, 0.58264], [2.08158, 3.00455, 0.83902], [-0.60340, -2.59902, -1.27716], [-2.36911, -2.80466, -1.47652], [-1.53644, -1.54001, -2.36881], [-0.07402, 1.75247, 0.80386], [0.65114, 0.82699, -0.65762], [0.38934, -1.39717, 0.57449], [-0.07368, -0.65339, 1.98775]],
  "mulliken_charge": [-0.579, -0.997, -0.105, -0.950, -0.678, -0.323, 0.443, -0.602, 0.277, 0.235, 0.208, 0.307, 0.313, 0.290, 0.222, 0.165, 0.316, 0.456],
  "homo_energy_ev": [-3.58, -3.55],
  "charge": -1,
  "spin_multiplicity": 1,
  "gap_ev": [6.24, 6.20],
  "lumo_ev": [2.67, 2.65]
}

Arrangement x

{
  "formula": "C4H10O2PS",
  "method": "ωB97M-V/def2-TZVPD",
  "species": ["C", "C", "C", "C", "O", "O", "P", "S", "H", "H", "H", "H", "H", "H", "H", "H", "H", "H"],
  "coordinates": [[1.13155, 1.52555, 1.59451], [0.01961, -2.37972, -0.37448], [0.92186, 0.56974, 0.46787], [-0.89539, -1.25095, -0.59794], [-1.93073, 1.93838, -3.00860], [-1.69626, 1.13354, 0.30508], [-0.83457, -0.01982, 0.73147], [-1.05891, 2.27688, -1.84729], [1.43346, 0.85133, 2.37439], [1.72973, 2.41663, 1.33744], [0.18376, 2.03302, 2.01974], [1.16128, -1.99719, -0.22355], [-0.03423, -2.72601, 0.68079], [0.10640, -3.15064, -1.04098], [1.67535, -0.10122, 0.40649], [0.77687, 1.22343, -0.54469], [-1.94094, -1.55563, -0.61100], [-0.74884, -0.78732, -1.66924]],
  "mulliken_charge": [-1.254, -1.211, -0.316, -0.095, -0.444, -0.537, -0.247, 0.249, 0.383, 0.300, 0.263, 0.159, 0.314, 0.442, 0.570, -0.086, 0.310, 0.199],
  "homo_energy_ev": [-2.85, -2.82],
  "charge": -1,
  "spin_multiplicity": 1,
  "gap_ev": [6.03, 6.08],
  "lumo_ev": [3.18, 3.27]
}

Arrangement y

{
  "formula": "C4H10O2PS",
  "method": "ωB97M-V/def2-TZVPD",
  "species": ["C", "C", "C", "C", "O", "O", "P", "S", "H", "H", "H", "H", "H", "H", "H", "H", "H", "H"],
  "coordinates": [[-2.61611, -0.69109, -0.14235], [2.69734, 1.36928, -0.04525], [-0.47370, -1.29509, 0.64817], [0.24985, 0.00775, 0.36470], [-0.27550, -2.32242, -0.33908], [-1.88427, -1.27961, 0.86596], [2.01116, 0.03242, 1.04899], [2.71249, -1.55093, 0.00978], [-2.26228, -1.06103, -1.13170], [-2.59024, 0.44087, -0.00258], [-3.53236, -1.09521, 0.12796], [2.20633, 2.36194, 0.09595], [3.77803, 1.54484, 0.31936], [2.92026, 1.08150, -1.14539], [-0.08511, -1.64352, 1.68950], [0.73969, -2.53140, -0.32273], [0.32874, 0.37422, -0.67556], [-0.56230, 0.68304, 0.76163]],
  "mulliken_charge": [-0.730, -1.071, 0.137, -0.528, -0.486, -0.391, -0.037, -0.676, 0.281, 0.235, 0.303, 0.348, 0.318, 0.305, 0.169, 0.278, 0.224, 0.321],
  "homo_energy_ev": -3.08,
  "charge": -1,
  "spin_multiplicity": 1,
  "smiles": "CO[C@@H](O)CP(C)[S-]",
  "gap_ev": 6.81,
  "lumo_ev": 3.73
}

Most stable: arrangement y